This record from the Open Molecules 2025 dataset describes C43H57N5PbSSeSi as an isolated structure. The level of theory is ωB97M-V/def2-TZVPD.

XYZ file:
```
109
Properties=species:S:1:pos:R:3:mulliken_charge:R:1
Pb -0.1296 0.7346 -0.5094 1.1461
C -2.7918 -2.1804 -1.5168 -0.8981
N -1.5094 -2.0160 -2.1653 1.0256
C -1.6021 -1.6158 -3.5431 -1.2210
C -0.5009 -2.9309 -1.8110 0.0137
C 0.0531 -3.7996 -2.7400 -0.0928
C 1.0919 -4.6603 -2.4054 -0.7942
C 1.5920 -4.6256 -1.1154 -1.1520
C 1.0463 -3.7626 -0.1752 -0.0368
C -0.0251 -2.9025 -0.4690 -0.3886
N -0.5681 -1.9762 0.3889 1.4611
C -0.6972 -2.2015 1.7136 -0.4529
C -0.6586 -3.4944 2.3132 -0.8749
C -0.7312 -3.6933 3.6779 -0.4682
C -0.8726 -2.6133 4.5379 -1.1578
C -1.0546 -1.3517 3.9771 -0.2083
C -1.0109 -1.1266 2.6120 -0.3503
N -1.3825 0.1633 2.0695 1.7346
C -1.1718 1.2705 2.9865 -1.4377
C -2.7751 0.1190 1.6317 -0.9855
H -3.4753 -2.8035 -2.1227 0.3550
H -2.6517 -2.6561 -0.5503 0.3427
H -3.2581 -1.2063 -1.3590 -0.0284
H -2.1200 -2.3553 -4.1840 0.3016
H -2.1583 -0.6815 -3.5856 -0.0200
H -0.6032 -1.4390 -3.9420 0.3917
H -0.3323 -3.8113 -3.7529 0.3999
H 1.5009 -5.3367 -3.1464 0.3705
H 2.4235 -5.2659 -0.8434 0.4507
H 1.4757 -3.7111 0.8147 -0.1115
H -0.5755 -4.3509 1.6582 0.5202
H -0.6742 -4.7019 4.0766 0.3772
H -0.8786 -2.7466 5.6131 0.3795
H -1.2509 -0.5265 4.6519 0.2788
H -1.8928 1.2731 3.8217 0.4657
H -0.1626 1.2232 3.3941 0.3885
H -1.2784 2.2104 2.4487 0.0477
H -3.4580 -0.0409 2.4818 0.3372
H -3.0468 1.0550 1.1365 0.2540
H -2.8983 -0.6998 0.9235 0.0621
C 2.9280 -4.7693 3.4481 -1.4171
C 4.2008 -4.0286 3.0028 2.6805
C 4.4585 -4.2830 1.5130 -1.4091
C 5.3950 -4.5967 3.7801 -2.3265
C 4.0049 -2.5346 3.2578 0.0440
C 4.5397 -1.9282 4.3989 -0.2480
C 4.3613 -0.5834 4.6655 -1.2235
C 3.6289 0.1764 3.7717 1.0895
S 3.2677 1.8603 3.8173 -0.5367
C 2.3663 1.6783 2.2529 0.3720
N 2.3503 0.4733 1.8227 0.3423
C 3.0564 -0.4046 2.6241 -1.4817
C 3.2484 -1.7615 2.3789 0.0680
C 1.7063 2.8711 1.7159 0.7971
C 2.1135 4.1053 2.2524 -0.8403
C 1.4643 5.2787 1.9339 -1.1234
C 0.3805 5.2156 1.0729 -0.8074
C 0.0200 4.0021 0.5114 0.2053
C 0.6592 2.7765 0.7680 0.0652
H 2.9606 -5.8145 3.1258 0.3429
H 2.0385 -4.3031 3.0269 0.0943
H 2.8316 -4.7405 4.5360 0.4194
H 4.6630 -5.3441 1.3478 0.4818
H 5.3198 -3.7047 1.1716 0.3724
H 3.6053 -4.0082 0.8985 -0.0042
H 5.5681 -5.6307 3.4734 0.4522
H 5.2153 -4.5983 4.8569 0.4132
H 6.3010 -4.0211 3.5769 0.4524
H 5.1155 -2.5135 5.1034 0.2953
H 4.7859 -0.1344 5.5553 0.3940
H 2.7896 -2.1680 1.4859 0.1697
H 2.9545 4.1430 2.9357 0.3858
H 1.7967 6.2228 2.3491 0.3349
H -0.1697 6.1172 0.8213 0.4206
H -0.8100 4.0151 -0.1816 -0.2440
C -3.0970 3.3427 -0.8826 -1.5816
Si -2.0867 2.4671 -2.3160 0.2220
C -1.0254 3.9008 -3.2101 2.8466
C -1.0807 3.7925 -4.7380 -2.2162
C 0.4537 3.7253 -2.8439 -2.0325
C -1.4445 5.3284 -2.8330 -1.7705
C -3.6862 2.2012 -3.5232 2.0250
C -4.6004 1.1381 -2.8915 -1.8728
C -3.3796 1.6952 -4.9481 -2.1107
C -4.5187 3.4834 -3.6730 -1.8373
H -3.2377 4.4201 -1.0215 0.4315
H -2.6150 3.2020 0.0880 0.1611
H -4.0904 2.8981 -0.7905 0.5959
H -0.8369 2.7802 -5.0704 0.3026
H -0.3448 4.4741 -5.1845 0.6153
H -2.0617 4.0652 -5.1309 0.3488
H 0.8141 2.7406 -3.1434 0.1330
H 0.6390 3.8394 -1.7798 0.2047
H 1.0684 4.4684 -3.3695 0.5086
H -2.4650 5.5508 -3.1587 0.2510
H -0.7728 6.0565 -3.3104 0.4959
H -1.3908 5.4950 -1.7543 0.1571
H -4.1671 0.1447 -3.0059 0.2231
H -5.5775 1.1342 -3.3950 0.5297
H -4.7738 1.3061 -1.8265 0.2743
H -2.5306 1.0115 -4.9737 0.2725
H -3.1602 2.5129 -5.6333 0.5023
H -4.2525 1.1632 -5.3517 0.4784
H -4.8960 3.8325 -2.7093 0.3042
H -5.3861 3.2975 -4.3247 0.5757
H -3.9353 4.2917 -4.1199 0.2444
Se 2.5512 0.1733 -1.6357 -0.2439
C 2.7954 0.8931 -3.2750 0.2666
N 2.9890 1.3442 -4.3274 -0.7610
```

Summary:
relative energy (zero: lowest compared OMol25 entry of this formula, charge and spin) = 143.5 kJ/mol
net charge = -2
HOMO energy = -0.869 eV
energy = -142274.606 eV
F_max = 0.92 eV/A
HOMO-LUMO gap = 4.77 eV